{
  "formula": "C27H44BrNOP2Ru",
  "method": "the ωB97M-V functional and the def2-TZVPD basis",
  "lumo_energy_ev": [-12.6485, -15.1633],
  "orbital_gap_ev": [7.31, 4.69],
  "charge": 4,
  "multiplicity": 5,
  "elements": ["C", "C", "C", "C", "N", "C", "C", "C", "C", "C", "C", "C", "C", "C", "Ru", "P", "H", "H", "H", "H", "H", "H", "H", "H", "C", "C", "H", "H", "H", "H", "H", "C", "C", "H", "H", "H", "H", "H", "C", "C", "H", "H", "H", "H", "H", "Br", "P", "C", "C", "H", "H", "H", "H", "H", "C", "C", "H", "H", "H", "H", "H", "C", "C", "H", "H", "H", "H", "H", "C", "C", "O", "H", "H", "H", "H", "H", "H"],
  "coordinates": [[-1.14186, -5.27555, 3.38800], [-0.91030, -5.03054, 2.01911], [-1.87291, -5.51315, 1.10393], [-2.97492, -6.23325, 1.59470], [-3.16673, -6.43720, 2.89386], [-2.26698, -6.00078, 3.76992], [0.22371, -4.24620, 1.60831], [1.08528, -3.46760, 1.22164], [1.82797, -2.46509, 0.51639], [2.25176, -1.29089, 1.14086], [2.50254, -0.07723, 0.34255], [2.08852, -0.32784, -1.03598], [2.15938, -1.54062, -1.70577], [1.97086, -2.65396, -0.87708], [1.31960, 1.33597, -0.61145], [-0.57463, 0.57053, 0.34750], [-1.77711, -5.33018, 0.02288], [-0.46147, -4.88294, 4.13744], [-3.71056, -6.64651, 0.90164], [-2.45098, -6.23387, 4.82203], [1.84890, -3.65605, -1.28052], [2.36478, -1.27998, 2.22373], [2.37827, -1.56172, -2.76192], [3.43291, 0.46263, 0.55517], [-1.85301, 1.86927, 0.32607], [-3.28328, 1.45732, 0.66781], [-1.79567, 2.32695, -0.67138], [-1.49615, 2.64929, 1.01372], [-3.91074, 2.35953, 0.63835], [-3.68853, 0.73736, -0.05446], [-3.35344, 1.04096, 1.68057], [-1.26390, -1.03722, -0.24692], [-2.28988, -1.75601, 0.63709], [-0.39429, -1.68014, -0.41244], [-1.68623, -0.83904, -1.23988], [-2.71439, -2.59323, 0.06708], [-1.81334, -2.18162, 1.52813], [-3.11721, -1.10560, 0.94270], [-0.22811, 0.15053, 2.12450], [-1.35323, 0.36785, 3.12708], [0.64980, 0.74943, 2.40985], [0.11449, -0.89541, 2.10984], [-0.96139, 0.10653, 4.11936], [-1.67877, 1.41648, 3.15562], [-2.21411, -0.28173, 2.92519], [1.39732, 3.49580, -1.93551], [-0.69254, 0.83754, -3.31382], [-2.52557, 0.70528, -3.18059], [-3.27652, 1.18338, -4.41919], [-2.79676, 1.33113, -2.31094], [-2.79341, -0.33762, -2.93701], [-4.34673, 1.01405, -4.26399], [-3.14081, 2.25970, -4.58258], [-2.98157, 0.64158, -5.32579], [-0.31484, 2.17354, -4.49495], [0.18252, 1.78539, -5.88359], [0.49120, 2.74365, -3.98303], [-1.17644, 2.86037, -4.55223], [0.58009, 2.68739, -6.36640], [0.99553, 1.04792, -5.82733], [-0.61851, 1.40053, -6.53073], [-0.10794, -0.78819, -3.92684], [-0.90104, -1.39674, -5.06731], [-0.12545, -1.45632, -3.04985], [0.95303, -0.66896, -4.18718], [-0.45534, -2.35823, -5.32841], [-1.93415, -1.59039, -4.78123], [-0.88567, -0.77722, -5.96544], [1.51441, 5.04781, 1.99438], [0.74183, 4.19760, 1.03396], [1.16388, 2.80669, 1.08234], [1.20969, 4.82916, 3.02167], [1.28567, 6.09052, 1.77618], [2.59439, 4.88549, 1.86769], [-0.35199, 4.19615, 1.16035], [0.91925, 4.50828, -0.00169], [1.93027, 2.70969, 1.66934]],
  "atomic_forces_ev_per_a": [[-0.09, 0.05, -0.82], [-0.68, -0.29, 0.44], [0.25, 0.09, 0.48], [-1.24, -0.70, -0.89], [3.44, 2.02, -1.40], [-0.93, -0.77, 1.79], [0.96, 1.15, -0.71], [-1.19, -1.39, 0.66], [-0.25, 0.44, 0.79], [-0.23, 0.67, -0.48], [0.00, -2.96, 0.17], [1.32, 0.82, 0.29], [0.19, -0.67, 0.82], [0.28, 0.94, -1.06], [-0.20, 1.70, -0.65], [-1.11, -1.46, 1.87], [-0.19, -0.35, 0.65], [-0.20, -0.31, 0.09], [0.08, 0.05, 0.13], [0.05, 0.09, -0.13], [0.07, 0.17, -0.08], [0.31, -0.03, -0.21], [-0.43, -0.30, -0.17], [-0.26, 0.22, 0.19], [0.45, 0.46, -0.36], [-0.31, 0.01, 0.10], [-0.12, 0.01, 0.14], [-0.12, -0.32, -0.08], [0.14, -0.29, -0.02], [0.06, 0.21, 0.18], [-0.09, 0.15, -0.43], [0.15, 0.47, -0.79], [-0.08, -0.01, 0.19], [-0.10, 0.04, 0.01], [0.00, -0.13, 0.19], [0.09, 0.24, 0.08], [-0.13, 0.19, -0.14], [0.26, -0.31, -0.08], [0.57, 0.33, -0.30], [-0.11, -0.08, 0.21], [-0.32, -0.18, 0.03], [-0.28, 0.27, 0.03], [-0.20, 0.15, -0.20], [0.06, -0.33, 0.07], [0.23, 0.27, 0.15], [0.22, -0.69, 0.08], [-1.35, -0.58, -1.96], [0.05, 0.10, 1.01], [-0.03, 0.29, -0.49], [-0.18, -0.29, -0.31], [0.25, 0.36, -0.05], [0.15, -0.01, 0.02], [-0.12, -0.33, -0.02], [-0.06, 0.15, 0.21], [0.49, 0.83, 0.57], [0.13, -0.36, -0.42], [-0.38, -0.14, -0.51], [0.30, -0.31, 0.23], [-0.08, -0.22, 0.15], [-0.21, 0.23, -0.16], [0.23, 0.08, 0.29], [0.95, 0.04, 0.94], [-0.41, 0.05, -0.46], [-0.06, 0.16, -0.24], [-0.24, 0.02, -0.07], [0.06, 0.05, 0.05], [-0.02, 0.03, -0.06], [-0.04, -0.09, 0.12], [-0.12, -0.19, 0.09], [-0.23, 0.10, -0.04], [0.16, -0.70, -0.01], [0.15, 0.12, -0.03], [0.11, 0.07, 0.14], [-0.23, 0.17, 0.06], [0.47, 0.19, 0.16], [0.08, 0.29, -0.14], [-0.13, 0.24, 0.07]]
}